The following is a DFT calculation (ωB97M-V/def2-TZVPD) of 2 unconnected molecules or ions with the total composition C3H4NO in a non-equilibrium geometry.

The calculation puts the HOMO energy (alpha / beta) at -14.4 / -14.4 eV. The value obtained for the largest force on an atom is 4.002 eV Å⁻¹. As for the net charge: +1. The relative energy (zero: lowest compared OMol25 entry of this formula, charge and spin) comes out at 256.65 kJ/mol. The value obtained for the HOMO-LUMO gap (alpha / beta) is 8.74 / 8.74 eV. The LUMO energy (alpha / beta) is -5.70 / -5.70 eV. As for the total energy: -6702.01024 eV.

```
9
Properties=species:S:1:pos:R:3:forces:R:3:lowdin_charge:R:1
C 0.0059 -0.8406 0.1512 -3.8727 -0.9055 0.4449 0.106
C -2.0066 -0.1778 -0.3736 1.9014 -0.6190 -0.0891 0.034
C 1.4941 1.0222 -0.3438 2.1734 -1.1335 -0.0793 0.129
N 0.8682 -0.0182 -0.0211 -0.0792 0.1127 -0.4667 -0.014
O -2.4782 0.4963 0.4153 -0.0225 -0.0367 0.0323 0.218
H -0.1500 -1.7223 0.8184 1.1143 0.8094 -0.5250 0.135
H -2.1986 -0.6093 -1.3642 -0.1375 0.0785 0.1880 0.145
H 1.4559 1.7693 0.4056 0.0074 1.2254 0.2309 0.107
H 2.3457 0.9088 -1.0573 -1.0846 0.4686 0.2640 0.140
```
Positions in Å, forces in eV/Å.